Record 1
This record from the Open Molecules 2025 dataset describes a structure of composition C30H32Br3NO9P2 in a non-equilibrium geometry. The level of theory is ωB97M-V/def2-TZVPD.

```
77
Properties=species:S:1:pos:R:3:forces:R:3:lowdin_charge:R:1
C 2.463086 -3.872037 0.523145 0.3095 0.2614 0.6652 -0.007
C 2.147836 -4.400595 1.940612 -1.6011 -0.1299 0.2633 -0.470
O 0.985693 -4.426866 2.282280 0.7191 0.1794 -0.0473 0.100
N 3.150205 -4.905082 2.865574 1.0691 0.4847 -1.8488 -0.104
C 4.196997 -5.525641 2.018683 0.3301 -0.5092 -0.1227 -0.104
C 3.810632 -3.815127 3.615509 -0.4533 0.3179 1.0524 -0.199
C 2.804189 -2.782413 4.231215 1.0987 0.2030 -0.9398 -0.146
C 2.850585 -1.509240 3.311584 -0.4201 -0.2105 1.1829 -0.181
C 1.572075 -0.626347 3.437080 0.6043 0.1048 0.0126 -0.136
C 1.030730 -0.092071 2.111222 -0.2818 -0.2580 0.4303 -0.150
C 1.935119 0.095816 1.068721 0.4015 -0.2268 -0.3869 0.031
C 1.537756 0.571787 -0.170264 -0.3435 0.0840 0.2170 -0.054
C 0.182706 0.906409 -0.354465 0.2765 0.3279 -0.9702 -0.019
C -0.769614 0.777337 0.669945 -0.2421 -0.0916 0.8491 -0.093
C -2.224862 1.196329 0.428503 0.6169 -0.1868 -0.9392 -0.081
C -3.051665 0.010192 -0.088761 -0.7604 0.1988 -0.4718 -0.201
C -3.076206 -1.267574 0.471726 0.5853 0.2654 0.4527 -0.029
C -3.820118 -2.312326 -0.073527 0.2037 0.7086 -0.0214 -0.032
C -4.579449 -2.090234 -1.229629 0.1341 -0.7628 0.4671 -0.277
C -5.347192 -3.267858 -1.824393 0.1801 0.7778 -0.5479 -0.057
C -4.595139 -0.807050 -1.775969 -0.1816 0.1574 -0.2499 -0.046
C -3.848620 0.230245 -1.223501 0.1526 -0.0323 0.4471 -0.040
C -0.335507 0.249120 1.918478 0.3080 1.1906 -0.2833 -0.100
P -1.422617 -0.046585 3.363139 -0.2934 -2.6853 0.8079 0.503
O -1.404405 -1.490021 3.618156 0.0264 0.0008 -0.1631 -0.253
O -0.844315 0.659627 4.720775 -0.6381 0.9884 -1.6072 -0.116
O -2.971145 0.378951 3.144930 1.3488 1.1568 0.4842 -0.114
C -0.168386 1.409512 -1.736924 -0.1526 0.0682 -0.1998 -0.231
O -1.225468 1.201785 -2.295708 0.4140 0.0021 0.2844 0.107
C 0.893930 2.181408 -2.498279 0.9317 -0.0243 0.4128 -0.056
C 2.237158 1.840481 -2.282259 0.1690 -0.6305 0.5609 -0.076
C 3.287033 2.449502 -2.956890 0.4004 0.3980 -0.6882 0.010
C 3.023367 3.450258 -3.894363 -0.6254 -0.1482 0.2782 -0.035
C 1.692854 3.809275 -4.112320 -0.1623 -0.0224 -0.2008 -0.047
C 0.630944 3.190776 -3.433803 -0.4487 -0.2361 -0.6414 -0.152
P -1.077763 3.714313 -3.828396 -0.5191 -0.7488 0.3747 0.469
O -1.790388 4.240199 -2.650608 1.2547 -3.2851 -0.1617 -0.513
O -0.905273 4.837598 -4.999816 0.3220 -1.9090 -0.0370 -0.275
O -1.899553 2.529783 -4.583893 1.6232 0.7648 -0.0573 -0.116
C 2.567045 0.745568 -1.280184 -0.4444 0.1571 0.2587 -0.254
O 3.582914 0.084566 -1.329328 -0.5145 0.5139 0.0621 0.121
H 1.595292 -3.275456 0.211021 0.2059 -0.3952 0.0720 0.086
H 3.329748 -3.190575 0.558642 -0.0831 -0.4254 -0.2366 0.074
H 2.644354 -4.696343 -0.182275 0.0079 0.3628 0.2223 0.085
H 3.755353 -6.214989 1.280432 0.0541 0.1630 0.4384 0.091
H 4.909679 -6.104753 2.624025 -0.3332 0.2234 -0.0019 0.091
H 4.784472 -4.781535 1.444237 -0.1838 -0.1689 0.2508 0.082
H 4.402732 -4.257655 4.434588 -0.2573 -0.1607 -0.4073 0.120
H 4.548371 -3.284146 2.974242 -0.3363 -0.1094 0.1639 0.113
H 1.788628 -3.195730 4.274743 0.3477 0.0316 0.1452 0.109
H 3.195903 -2.538792 5.230717 -0.5465 -0.0060 -0.2189 0.110
H 3.701534 -0.906964 3.669974 -0.0166 -0.2843 -0.5782 0.118
H 3.051365 -1.877819 2.299034 -0.2088 0.4393 0.1551 0.070
H 1.835365 0.262551 4.043339 -0.1525 -0.3387 -0.1685 0.127
H 0.833450 -1.180891 4.026964 -0.0266 0.2152 -0.4999 0.086
H 2.994015 -0.149645 1.184361 -0.4154 0.0744 0.0827 0.127
H -2.670092 1.729266 1.275497 0.1757 -0.4471 -0.0919 0.109
H -2.192574 1.925619 -0.396712 -0.1982 -0.1966 0.4216 0.105
H -2.468221 -1.452026 1.362632 -0.2711 -0.2174 -0.3118 0.085
H -3.774900 -3.275327 0.438292 -0.1390 0.1523 -0.3608 0.119
H -5.565797 -3.040617 -2.882582 -0.1052 -0.1881 0.4051 0.073
H -4.734252 -4.181670 -1.815268 -0.3440 0.2614 0.2136 0.078
H -6.297527 -3.407607 -1.290135 0.2964 -0.1881 -0.1704 0.081
H -5.206413 -0.601046 -2.661574 0.2276 -0.1441 0.2744 0.112
H -3.858707 1.237439 -1.651237 -0.0841 -0.4448 -0.0609 0.117
H -0.728228 1.614656 4.583403 0.1748 -0.0816 0.3441 0.087
H -3.122250 1.253321 3.538275 -0.4053 -0.1232 -0.1636 0.089
H 4.319112 2.135822 -2.785547 -0.4123 -0.0520 0.1160 0.129
H 3.790859 3.956051 -4.479247 -0.0163 -0.2603 0.3381 0.116
H 1.459219 4.572244 -4.858735 0.0961 -0.1975 0.3507 0.110
H -0.907021 4.317030 -5.822777 -0.0766 0.5098 -0.1206 0.097
H -1.265801 1.792865 -4.624646 -0.6418 -0.3362 0.0147 0.081
C -2.982223 7.943845 -2.605880 0.5025 0.2026 -0.6364 -1.571
Br -3.889963 7.619048 -0.932019 0.0214 -0.0178 -0.1242 0.548
Br -2.105313 6.329201 -3.253916 -2.1174 4.8992 0.9829 0.874
Br -4.179859 8.718057 -3.920837 0.0188 -0.0159 0.1321 0.529
H -2.215482 8.682801 -2.409031 -0.1551 0.0499 0.0499 -0.037
```
Positions in Å, forces in eV/Å.

E_tot = -10299.1564 Ha


Record 2
This record from the Open Molecules 2025 dataset describes a structure of composition C30H32F7IOSi2 in a non-equilibrium geometry. The level of theory is ωB97M-V/def2-TZVPD.

```
73
Properties=species:S:1:pos:R:3:forces:R:3:lowdin_charge:R:1
C 8.375363 -1.500175 1.552424 -1.2789 -0.1718 0.3975 -0.201
C 7.003056 -1.448869 0.814753 1.1529 0.6642 0.7042 -0.792
I 5.531539 -1.887564 2.358220 0.0608 -0.0277 -0.4052 0.862
C 6.839731 -0.034069 0.231140 -1.0060 -0.3451 -0.9973 -0.376
Si 5.459569 0.094098 -1.071655 0.6335 -1.2029 0.8107 0.549
O 4.042687 -0.490250 -0.368013 0.0018 1.7099 -0.7115 -0.408
Si 2.679638 0.464713 -0.487414 -0.6201 -1.8161 -0.1374 0.646
C 1.297561 -0.480383 0.347198 0.9543 0.9743 -0.2327 -0.258
C 0.189429 -0.947929 -0.339978 0.1800 0.1766 -0.1077 -0.088
C -0.754576 -1.665623 0.362316 -0.8769 -0.4816 -0.8928 -0.099
C -0.605541 -1.926651 1.697801 -0.2843 -0.4273 1.3319 -0.094
C 0.485196 -1.451639 2.399901 0.3321 0.1465 -0.0280 -0.066
C 1.429893 -0.728652 1.703791 0.4721 0.0604 0.5898 -0.101
C 2.872454 2.265281 0.207071 -0.5325 -0.4794 0.1884 -0.436
F 1.592804 2.727990 0.378683 0.1015 -0.0443 -0.1691 0.065
F 3.430518 3.079398 -0.735996 0.3099 -0.0097 0.3004 0.048
C 3.576435 2.420608 1.593796 -0.0571 1.3362 0.2199 -0.378
F 4.259480 1.323748 1.974264 -0.0127 -0.0336 -0.4669 0.085
F 2.642280 2.656399 2.540849 0.0498 -0.2385 -0.1022 0.145
C 4.538718 3.644454 1.671229 0.3126 -0.0052 0.8145 -0.541
F 4.996368 3.740186 2.933839 -0.0394 -0.1423 -0.2902 0.165
F 5.601856 3.500853 0.873444 -0.3310 0.0564 -0.0697 0.169
F 3.894724 4.780429 1.408638 0.1205 -0.2947 -0.3422 0.189
H 8.399228 -0.613747 2.196442 0.3653 -0.0790 -0.2008 0.070
H 8.350943 -2.354625 2.235123 0.5247 -0.0410 -0.3083 0.036
H 9.215556 -1.528828 0.854524 -0.0868 0.0285 0.1078 0.078
H 6.963267 -2.241264 0.064666 -0.3430 0.1184 0.1036 0.071
H 7.765827 0.179003 -0.326948 -0.0814 0.2284 0.3007 0.082
H 6.644768 0.724443 0.996325 0.4249 -0.1883 0.0519 0.059
H 5.323658 1.457724 -1.610215 -0.1907 0.1265 0.0814 -0.006
H 5.825894 -0.822357 -2.167905 -0.0746 0.0011 -0.1464 -0.015
H 2.275141 0.598365 -1.903489 0.1813 0.3794 -0.0395 0.032
H 0.080388 -0.764968 -1.406082 -0.0649 -0.0227 0.1274 0.098
H -1.622596 -2.063910 -0.159212 0.0980 0.0824 0.0533 0.110
H -1.329764 -2.510355 2.261582 -0.1174 0.0733 -0.3483 0.107
H 0.637603 -1.631370 3.459071 -0.2236 -0.0988 -0.1136 0.112
H 2.310488 -0.377391 2.240459 -0.0945 -0.0050 -0.1011 0.086
C 0.528381 -0.014708 -5.306513 -0.0032 0.0134 0.0115 -0.096
C 1.194713 -1.076294 -4.709978 -0.0040 -0.0040 0.0325 -0.102
C 1.161085 -2.335224 -5.293988 0.0065 -0.0080 -0.0055 -0.095
C 0.467961 -2.530315 -6.480706 -0.0007 0.0021 0.0037 -0.097
C -0.195711 -1.467970 -7.079434 -0.0075 -0.0041 -0.0025 -0.097
C -0.169104 -0.211183 -6.490642 0.0054 -0.0007 -0.0032 -0.097
H 0.552580 0.966499 -4.848469 0.0037 -0.0101 -0.0029 0.100
H 1.741255 -0.922282 -3.787369 -0.0020 -0.0075 -0.0098 0.076
H 1.675818 -3.164157 -4.824558 0.0037 0.0117 -0.0059 0.101
H 0.445141 -3.510920 -6.939124 -0.0032 0.0095 0.0038 0.100
H -0.735025 -1.620138 -8.005929 0.0003 0.0010 0.0132 0.100
H -0.691087 0.615822 -6.955159 0.0099 -0.0060 0.0005 0.100
C -5.450030 -0.719529 4.512947 -0.0148 0.0087 -0.0113 -0.096
C -5.261388 -1.730381 3.579404 -0.0206 -0.0025 -0.0133 -0.094
C -4.472141 -1.503808 2.459568 0.0381 -0.0099 0.0226 -0.101
C -3.865244 -0.269462 2.277320 0.1177 0.0216 0.0490 -0.113
C -4.050943 0.740639 3.212703 0.1386 -0.0346 0.0130 -0.109
C -4.845828 0.517337 4.328513 0.0335 -0.0136 0.0285 -0.100
H -6.067905 -0.895571 5.384473 0.0038 0.0014 -0.0104 0.101
H -5.730512 -2.695513 3.724729 -0.0056 0.0147 -0.0066 0.101
H -4.330316 -2.290375 1.728497 -0.0127 0.0092 0.0012 0.103
H -3.246546 -0.093490 1.406238 -0.0058 0.0053 0.0078 0.101
H -3.575466 1.703236 3.070312 -0.0086 -0.0078 -0.0017 0.107
H -4.994604 1.306528 5.054644 0.0015 -0.0073 -0.0068 0.104
C -8.752558 0.665705 -0.181077 0.0028 -0.0166 0.0100 -0.100
C -8.216605 1.606426 -1.050162 -0.0118 0.0106 -0.0105 -0.102
C -6.991655 2.195019 -0.766627 0.0178 -0.0064 0.0008 -0.099
C -6.298475 1.835748 0.381834 -0.0227 0.0007 -0.0237 -0.088
C -6.831730 0.892587 1.249036 -0.1525 0.0074 -0.0410 -0.085
C -8.061069 0.310733 0.969637 -0.0095 0.0301 -0.0586 -0.085
H -9.709664 0.208938 -0.400672 0.0089 0.0074 -0.0033 0.098
H -8.754468 1.881676 -1.948876 0.0021 0.0035 0.0135 0.098
H -6.576610 2.933625 -1.441202 -0.0037 -0.0130 -0.0008 0.099
H -5.340439 2.291741 0.601244 -0.0055 -0.0120 0.0085 0.099
H -6.291711 0.613341 2.139541 -0.0761 -0.0041 0.0260 0.062
H -8.479680 -0.421351 1.649203 0.0156 0.0025 -0.0009 0.101
```
Positions in Å, forces in eV/Å.

E_tot = -2813.4315 Ha


Record 3
This record from the Open Molecules 2025 dataset describes a structure of composition C30H32N5PPtSe. The level of theory is ωB97M-V/def2-TZVPD.

```
70
Properties=species:S:1:pos:R:3:forces:R:3:lowdin_charge:R:1
Pt -0.128323 0.151001 0.284168 -0.2444 0.3483 0.1069 0.881
N -2.834534 1.315444 1.182493 -0.0199 0.0530 -0.1314 -0.088
P -2.047607 1.052417 -0.330128 -0.0411 0.0661 0.1795 0.804
C -3.304684 0.158053 -1.290960 0.0731 -0.1096 -0.0551 -0.337
C -4.338262 0.783053 -1.987173 -0.0317 -0.0208 0.0217 -0.085
C -5.304477 0.017912 -2.624244 0.0026 0.0313 0.0034 -0.081
C -5.241066 -1.368428 -2.572885 0.0051 -0.0198 0.0009 -0.080
C -4.210086 -1.994675 -1.886039 -0.0182 0.0067 -0.0121 -0.071
C -3.241024 -1.235031 -1.247446 0.0065 0.0416 -0.0212 -0.121
C -2.056327 2.700742 -1.076553 -0.0520 -0.0178 -0.0529 -0.360
C -1.788687 2.798810 -2.442003 -0.0255 0.0248 0.0105 -0.124
C -1.750322 4.036861 -3.059627 0.0184 -0.0028 -0.0034 -0.072
C -1.974649 5.189866 -2.317603 -0.0009 0.0100 -0.0078 -0.079
C -2.235717 5.099289 -0.959717 -0.0006 -0.0175 0.0040 -0.077
C -2.277865 3.857270 -0.338874 0.0703 0.0245 0.0198 -0.083
C -2.389494 0.577589 2.252151 -0.1060 -0.0902 0.0691 -0.382
C -3.058505 0.551757 3.479873 -0.0225 0.0157 -0.0432 -0.012
C -2.557373 -0.236757 4.488574 0.0042 -0.0122 0.0137 -0.063
C -1.405791 -0.990040 4.267838 0.0106 -0.0223 0.0120 -0.061
C -0.798797 -0.905799 3.038498 -0.0136 0.0162 -0.0348 -0.130
N -1.275424 -0.131032 2.048579 0.2375 -0.1654 0.0119 -0.105
H -3.791305 1.631073 1.233692 -0.0155 0.0422 -0.0423 0.119
H -4.387193 1.863944 -2.039969 -0.0009 -0.0021 0.0045 0.104
H -6.105438 0.504789 -3.165817 0.0025 -0.0015 0.0007 0.103
H -5.994711 -1.961045 -3.076057 0.0019 0.0033 0.0021 0.104
H -4.151354 -3.075264 -1.853328 0.0050 0.0008 0.0061 0.109
H -2.413484 -1.719516 -0.735076 -0.0284 -0.0016 0.0069 0.013
H -1.607105 1.901370 -3.022856 -0.0119 -0.0012 -0.0080 0.110
H -1.537810 4.104262 -4.118663 0.0002 -0.0010 0.0028 0.108
H -1.939231 6.158579 -2.798880 -0.0010 -0.0031 -0.0005 0.104
H -2.401624 5.996545 -0.377843 -0.0027 -0.0029 0.0013 0.104
H -2.462048 3.791626 0.725483 -0.0019 -0.0007 0.0007 0.097
H -3.952016 1.146233 3.614543 0.0024 -0.0062 0.0094 0.112
H -3.060806 -0.271697 5.445739 0.0022 0.0006 0.0020 0.111
H -0.987914 -1.628718 5.031555 -0.0111 0.0023 0.0039 0.106
H 0.090802 -1.469224 2.788324 -0.0169 0.0094 0.0167 0.093
C 3.081943 -3.139881 0.125188 0.0023 0.0550 -0.0109 -0.048
N 2.444628 -2.775405 -1.121158 0.0654 -0.0770 -0.0139 -0.133
C 3.081971 -2.287423 -2.241190 0.0046 0.0315 0.0083 -0.047
C 2.124075 -1.975104 -3.134139 -0.0402 0.0246 0.0191 -0.066
N 0.910097 -2.271056 -2.543792 0.0207 -0.0958 -0.0359 -0.123
C -0.391018 -1.994607 -3.109551 -0.0010 0.0306 -0.0003 -0.042
C 1.109908 -2.759295 -1.300466 -0.0129 0.1541 0.0400 -0.782
Se -0.161910 -3.270209 -0.070138 -0.0527 -0.1630 0.0325 0.577
H 4.156370 -3.019660 0.007598 0.0044 -0.0095 0.0077 0.093
H 2.841979 -4.169747 0.381737 -0.0050 -0.0043 0.0157 0.081
H 2.718298 -2.479266 0.910479 0.0033 -0.0090 0.0326 0.064
H 4.150734 -2.186331 -2.292117 -0.0041 -0.0078 -0.0032 0.124
H 2.191936 -1.561758 -4.123979 0.0017 -0.0095 0.0030 0.121
H -0.299769 -1.940729 -4.192549 -0.0012 0.0063 0.0006 0.094
H -0.773935 -1.050458 -2.718077 0.0159 0.0087 0.0028 0.066
H -1.079119 -2.789616 -2.830595 0.0063 -0.0145 -0.0088 0.065
C 1.713619 1.705004 -2.668331 0.0170 0.0333 0.0046 -0.058
C 2.724579 1.828623 -1.569370 0.0183 -0.0180 -0.0233 -0.239
C 3.785194 2.714755 -1.662762 -0.0325 0.0142 -0.0380 -0.078
C 4.718754 2.846218 -0.644308 -0.0093 -0.0068 0.0063 -0.119
C 4.564686 2.071883 0.495161 -0.0032 0.0076 0.0333 -0.081
C 3.517058 1.173218 0.638836 -0.0380 0.0013 -0.0072 -0.239
C 3.385059 0.362845 1.899280 0.0127 0.0257 -0.0074 -0.069
C 2.574403 1.033074 -0.409365 0.0898 -0.1637 0.0334 -0.360
N 1.593964 0.078498 -0.340984 0.2085 0.0246 -0.1757 -0.198
H 1.995126 2.313189 -3.529465 -0.0033 -0.0039 0.0018 0.076
H 0.731507 2.029423 -2.318675 -0.0391 -0.0045 -0.0078 0.041
H 1.604380 0.664069 -2.983523 -0.0034 -0.0061 0.0106 0.049
H 3.878100 3.314683 -2.562628 0.0040 0.0031 0.0063 0.101
H 5.541832 3.542834 -0.733397 -0.0005 -0.0016 -0.0011 0.088
H 5.271747 2.171707 1.312813 0.0021 -0.0004 -0.0068 0.103
H 3.838302 0.887444 2.741925 0.0332 -0.0162 -0.0172 0.072
H 3.880516 -0.608952 1.811940 -0.0379 -0.0175 -0.0069 0.066
H 2.335839 0.172280 2.130680 -0.0011 0.0105 0.0082 0.035
```
Positions in Å, forces in eV/Å.

E_tot = -4298.2825 Ha


Values of HOMO level, in order: -0.315, -0.334, -0.222, all in Eh.
Values of gap between HOMO and LUMO, in order: 0.2622, 0.3507, 0.2341, all in hartree.